C3H7ClN2S in the gas phase in a non-equilibrium geometry. Source: OMol25; level of theory: wB97M-V/def2-TZVPD.

Calculated values
charge: 0
SMILES string: [H]/N=C(\CCCl)NS
HOMO: -9.1508 eV
LUMO level: 0.59 eV
relative energy (zero: lowest compared OMol25 entry of this formula, charge and spin): 7.7 kcal/mol
maximum force: 0.0470 Eh/bohr

XYZ file:
```
14
Properties=species:S:1:pos:R:3:forces:R:3
C -0.768 0.539 0.576 0.68 -0.13 -1.01
H -2.420 1.266 -0.690 0.65 -0.29 0.09
Cl -2.623 -1.044 -0.778 0.79 0.57 -0.19
N 0.650 -1.523 0.847 0.76 1.97 -1.18
H -1.058 0.651 -1.649 -0.11 -0.50 0.46
H 1.469 1.251 -0.514 0.39 0.33 -0.29
H 3.457 -0.849 0.272 -0.30 -0.02 -1.07
C -1.621 0.498 -0.715 -1.23 0.28 0.54
H -0.479 1.585 0.744 -0.02 -0.09 -0.03
H -0.139 -1.868 1.355 -0.72 0.09 0.16
H -1.352 0.216 1.450 0.28 -0.04 -0.42
C 0.505 -0.320 0.384 -0.09 -1.52 1.25
N 1.566 0.275 -0.330 -1.65 -1.00 0.52
S 2.812 -0.677 -0.951 0.57 0.36 1.18
```
Positions in Å, forces in eV/Å.